Record 1
Molecular formula: C8H79N5O35P
Method: DFT, ωB97M-V/def2-TZVPD

Calculated values
HOMO energy	-11.64	eV
charge	+1

Element x y z (Å)
C (2.546, 3.474, 2.819)
N (2.166, 3.663, 1.339)
C (1.913, 2.564, 0.550)
N (1.575, 2.799, -0.915)
C (1.366, 1.338, -1.367)
C (0.966, 1.113, -2.941)
C (-0.604, 0.724, -3.212)
C (-1.603, 0.925, -1.928)
O (-2.994, 1.143, -2.450)
C (-3.945, 0.524, -1.509)
C (-4.029, 0.797, 0.109)
O (-4.813, -0.378, -2.022)
N (1.578, 0.302, -0.281)
P (1.398, -1.472, -0.418)
N (-0.057, -1.861, 0.258)
O (1.272, -2.024, -2.099)
O (2.655, -2.331, 0.473)
N (1.903, 1.077, 0.854)
H (3.652, 3.909, 2.921)
H (2.518, 2.347, 3.135)
H (1.796, 4.046, 3.542)
H (2.155, 4.647, 0.938)
H (1.219, 2.119, -3.509)
H (1.620, 0.242, -3.421)
H (-0.620, -0.435, -3.484)
H (-0.945, 1.355, -4.161)
H (-1.373, 1.855, -1.256)
H (-1.640, -0.100, -1.356)
H (-4.979, 0.260, 0.594)
H (-3.100, 0.351, 0.711)
H (-4.107, 1.939, 0.405)
H (-0.444, -0.936, 0.552)
H (2.100, -1.725, -2.597)
H (3.509, -1.843, 0.260)
H (2.081, 0.636, 1.788)
O (-3.847, -2.115, 1.090)
H (-4.389, -1.812, 0.346)
H (-3.701, -3.055, 0.906)
O (3.591, -0.665, 2.726)
H (4.180, -1.389, 2.986)
H (2.793, -1.115, 2.410)
O (-5.956, -0.892, -5.113)
H (-6.262, -1.803, -5.243)
H (-6.018, -0.759, -4.155)
O (-4.540, 1.731, -5.094)
H (-4.846, 0.821, -5.224)
H (-4.602, 1.864, -4.136)
O (2.620, 3.659, 5.652)
H (3.585, 3.642, 5.732)
H (2.308, 3.549, 6.563)
O (0.207, 5.490, -1.601)
H (0.797, 4.766, -1.341)
H (-0.591, 5.040, -1.917)
O (6.127, 3.261, 3.174)
H (6.081, 2.442, 2.659)
H (6.205, 3.955, 2.502)
O (3.929, 6.371, 4.361)
H (3.778, 6.969, 5.108)
H (3.506, 5.543, 4.635)
O (5.904, 5.060, 0.639)
H (5.628, 4.506, -0.108)
H (5.981, 5.947, 0.256)
O (0.221, -4.901, -2.044)
H (0.293, -4.178, -1.403)
H (-0.102, -4.470, -2.849)
O (-4.373, -2.938, 3.914)
H (-4.419, -3.757, 3.399)
H (-4.295, -2.243, 3.242)
O (-0.091, 4.730, 3.670)
H (-0.830, 4.841, 4.287)
H (-0.466, 4.970, 2.809)
O (3.735, 4.298, -2.759)
H (3.486, 5.222, -2.603)
H (3.092, 3.792, -2.240)
O (-1.444, -1.386, -5.468)
H (-1.551, -1.814, -6.331)
H (-1.992, -0.589, -5.532)
O (3.135, -5.625, -0.154)
H (2.886, -4.702, 0.002)
H (2.492, -6.132, 0.365)
O (1.935, 7.226, -3.244)
H (1.686, 8.150, -3.088)
H (1.292, 6.720, -2.725)
O (2.309, -3.668, 3.210)
H (1.570, -3.557, 3.827)
H (1.934, -3.427, 2.350)
O (1.096, -7.068, -4.113)
H (2.017, -6.925, -4.379)
H (0.901, -6.318, -3.532)
O (-4.834, -2.561, 7.154)
H (-4.405, -2.953, 6.379)
H (-5.648, -3.078, 7.257)
O (-0.008, -4.668, 5.261)
H (0.461, -5.269, 5.859)
H (-0.940, -4.777, 5.503)
O (-0.680, -8.024, -6.300)
H (0.285, -8.040, -6.220)
H (-0.992, -8.133, -5.389)
O (-1.580, -8.863, -3.465)
H (-0.615, -8.879, -3.385)
H (-1.892, -8.972, -2.554)
O (8.274, 5.724, 3.271)
H (7.363, 6.002, 3.093)
H (8.177, 4.992, 3.898)
O (-6.030, 0.324, 8.409)
H (-6.572, 0.627, 7.665)
H (-5.885, -0.616, 8.225)
O (4.386, 2.390, -5.403)
H (5.307, 2.533, -5.669)
H (4.191, 3.140, -4.822)
O (1.844, -7.284, 1.960)
H (1.225, -7.850, 2.445)
H (2.715, -7.551, 2.292)
O (-6.483, 0.933, 5.343)
H (-6.529, 0.113, 4.829)
H (-6.404, 1.627, 4.672)
O (-6.340, 0.105, 2.560)
H (-6.882, 0.409, 1.816)
H (-6.194, -0.835, 2.376)
O (2.002, 6.865, 0.715)
H (2.074, 7.588, 1.356)
H (1.679, 7.296, -0.090)
O (-2.292, -3.676, -3.481)
H (-2.339, -4.495, -3.996)
H (-2.214, -2.982, -4.153)
O (-1.850, -2.941, -8.410)
H (-2.391, -2.638, -9.155)
H (-1.704, -3.881, -8.595)


Record 2
Molecular formula: C43H41NO5PSSiV
Method: DFT, ωB97M-V/def2-TZVPD

Calculated values
multiplicity	2
HOMO energy (spin up / spin down)	-10.23 / -10.23	eV
expectation value of S²	0.907
charge	+1

Element x y z (Å)
V (0.292, -0.867, -0.060)
N (0.192, -0.765, 2.216)
C (1.082, -1.693, 2.771)
C (2.001, -2.330, 1.688)
O (2.666, -3.334, 1.924)
O (2.010, -1.751, 0.500)
H (0.599, 0.197, 2.269)
H (-0.646, -0.576, 2.813)
H (0.552, -2.584, 3.189)
H (1.809, -1.263, 3.497)
O (1.068, -1.060, -2.413)
C (-0.037, -0.722, -2.033)
C (-1.298, -0.361, -2.751)
C (-1.506, -0.483, -4.113)
C (-2.727, -0.087, -4.660)
C (-3.626, 0.677, -3.961)
C (-3.444, 0.830, -2.571)
C (-2.344, 0.163, -2.010)
P (-2.429, -0.150, -0.259)
C (-3.654, -1.347, 0.266)
C (-3.332, -2.389, 1.178)
C (-4.265, -3.358, 1.511)
C (-5.559, -3.265, 0.964)
C (-5.912, -2.195, 0.172)
C (-4.949, -1.233, -0.203)
C (-2.960, 1.349, 0.520)
C (-2.610, 2.568, -0.024)
C (-3.246, 3.725, 0.373)
C (-3.922, 3.794, 1.572)
C (-4.222, 2.578, 2.193)
C (-3.799, 1.386, 1.678)
H (-0.675, -1.069, -4.623)
H (-2.980, -0.309, -5.661)
H (-4.417, 1.238, -4.457)
H (-4.077, 1.550, -2.003)
H (-2.335, -2.421, 1.551)
H (-3.943, -4.152, 2.134)
H (-6.328, -3.962, 1.228)
H (-6.961, -2.089, -0.184)
H (-5.185, -0.459, -0.959)
H (-2.009, 2.586, -0.934)
H (-3.012, 4.609, -0.210)
H (-4.351, 4.745, 1.888)
H (-4.680, 2.533, 3.203)
H (-4.063, 0.455, 2.177)
O (0.936, 0.980, 0.131)
Si (2.274, 1.770, 0.160)
C (2.101, 3.134, -1.190)
C (2.418, 4.475, -1.044)
C (1.973, 5.341, -2.028)
C (1.431, 4.901, -3.207)
C (1.294, 3.499, -3.415)
C (1.703, 2.624, -2.423)
C (4.130, 1.197, -0.009)
C (5.269, 1.929, 0.359)
C (6.558, 1.421, 0.104)
C (6.735, 0.144, -0.447)
C (5.558, -0.489, -0.960)
C (4.313, 0.036, -0.723)
C (2.305, 2.654, 1.863)
C (1.427, 3.707, 2.187)
C (1.368, 4.178, 3.508)
C (2.060, 3.586, 4.557)
C (2.959, 2.554, 4.261)
C (3.171, 2.185, 2.916)
H (2.923, 4.772, -0.134)
H (2.034, 6.423, -1.737)
H (1.103, 5.603, -3.920)
H (0.876, 3.067, -4.302)
H (1.452, 1.585, -2.533)
H (5.307, 2.890, 0.849)
H (7.392, 2.004, 0.322)
H (7.706, -0.203, -0.714)
H (5.700, -1.388, -1.501)
H (3.500, -0.620, -1.077)
H (0.870, 4.300, 1.414)
H (0.686, 5.025, 3.614)
H (1.918, 3.897, 5.588)
H (3.523, 2.039, 5.040)
H (4.055, 1.576, 2.590)
O (-0.327, -2.951, -0.099)
S (0.575, -4.066, -0.657)
C (0.801, -5.370, 0.573)
C (0.507, -6.720, -0.047)
C (-0.392, -6.605, -1.303)
C (-0.752, -5.089, -1.520)
H (0.201, -5.111, 1.444)
H (1.828, -5.195, 0.926)
H (0.060, -7.437, 0.692)
H (1.432, -7.253, -0.375)
H (-1.356, -7.145, -1.202)
H (0.055, -6.958, -2.225)
H (-1.714, -4.702, -1.090)
H (-0.718, -4.903, -2.601)


Record 3
Molecular formula: C12H27Br3N5O2P
Method: DFT, ωB97M-V/def2-TZVPD

Calculated values
HOMO energy	-3.76	eV

Element x y z (Å)
C (-5.632, 3.366, -3.283)
C (-5.891, 2.464, -2.128)
N (-4.919, 2.045, -1.059)
C (-4.227, 0.876, -0.944)
N (-3.224, 0.586, 0.191)
C (-2.633, -0.785, -0.058)
P (-1.276, -1.747, 0.939)
N (-1.078, -3.217, 0.259)
N (-3.372, -1.188, -1.328)
N (-4.312, -0.292, -1.879)
C (-5.066, -0.603, -3.138)
C (-5.430, -2.236, -3.142)
H (-6.073, 3.010, -4.334)
H (-5.048, 4.385, -3.226)
H (-6.983, 1.984, -2.073)
H (-4.735, 2.766, -0.296)
H (-1.757, -1.954, 2.294)
H (-0.011, -1.002, 0.991)
H (-0.066, -3.303, -0.029)
H (-3.069, -2.128, -1.664)
H (-4.321, -0.441, -4.056)
H (-6.095, -0.064, -3.272)
H (-6.507, -2.335, -3.628)
H (-4.692, -2.853, -3.808)
H (-5.518, -2.653, -2.030)
C (3.020, 1.896, 0.550)
C (2.177, 1.419, 1.720)
O (2.585, 0.152, 2.231)
C (3.906, 0.073, 2.759)
C (4.137, 0.992, 3.946)
H (3.076, 1.126, -0.226)
H (2.593, 2.806, 0.117)
H (4.045, 2.122, 0.861)
H (1.144, 1.297, 1.380)
H (2.154, 2.162, 2.522)
H (4.643, 0.255, 1.971)
H (4.048, -0.963, 3.085)
H (4.102, 2.044, 3.652)
H (5.118, 0.802, 4.391)
H (3.367, 0.839, 4.709)
C (2.626, -2.135, -1.651)
Br (3.294, -3.512, -2.851)
Br (1.038, -1.263, -2.361)
Br (2.332, -2.821, 0.146)
H (3.405, -1.369, -1.577)
C (7.801, -0.098, 3.047)
O (6.941, 0.682, 2.409)
H (7.395, -0.991, 3.552)
H (8.612, -0.550, 2.452)
H (8.379, 0.356, 3.870)


Calculated total energy, record by record: -97967.8633, -110668.0217, -243828.2818 eV